(1)
This record from OMol25 describes a molecular structure, C27H39MoN3O2S3Sb. The level of theory is the ωB97M-V functional and the def2-TZVPD basis.

Geometry as XYZ:
```
76
Properties=species:S:1:pos:R:3
Mo 0.843 1.364 -1.446
O 0.927 0.120 0.591
C 2.023 0.047 1.525
C 3.030 -1.020 1.081
C 2.757 -1.596 -0.311
C 3.305 -0.836 -1.486
C 4.600 -1.079 -1.933
C 5.046 -0.519 -3.116
C 4.160 0.226 -3.884
C 2.893 0.435 -3.387
N 2.497 -0.009 -2.177
H 0.175 0.571 1.001
H 1.606 -0.214 2.498
H 2.484 1.033 1.602
H 3.002 -1.849 1.788
H 4.039 -0.609 1.130
H 1.686 -1.728 -0.460
H 3.197 -2.592 -0.365
H 5.232 -1.741 -1.357
H 6.056 -0.698 -3.461
H 4.431 0.623 -4.851
H 2.149 0.977 -3.953
O -0.363 2.184 -0.177
C -0.307 3.154 0.742
C -1.499 3.425 1.426
C -1.534 4.390 2.408
C -0.382 5.099 2.741
C 0.794 4.833 2.077
C 0.860 3.867 1.063
C 2.117 3.610 0.377
N 2.382 2.630 -0.483
C 3.701 2.761 -0.866
C 4.242 3.827 -0.230
N 3.237 4.348 0.547
H -2.378 2.859 1.148
H -2.462 4.596 2.925
H -0.407 5.849 3.518
H 1.679 5.383 2.371
H 4.156 2.087 -1.571
H 5.225 4.260 -0.259
H 3.304 5.174 1.116
S -1.646 2.457 -5.040
C -0.702 1.967 -3.839
S -0.695 0.415 -3.026
S 0.517 2.995 -3.041
C -4.938 -0.854 -0.913
C -4.285 -1.591 0.257
C -4.782 -3.029 0.329
Sb -2.144 -1.242 0.190
C -1.372 -2.984 -0.844
C -1.274 -4.273 -0.041
C -2.116 -3.198 -2.159
C -1.622 -1.702 2.252
C -2.410 -2.793 2.963
C -1.700 -0.406 3.064
H -6.027 -0.917 -0.853
H -4.641 -1.294 -1.869
H -4.663 0.202 -0.944
H -4.566 -1.080 1.186
H -4.558 -3.575 -0.590
H -5.869 -3.042 0.447
H -4.354 -3.589 1.159
H -0.354 -2.657 -1.095
H -2.261 -4.624 0.268
H -0.667 -4.161 0.859
H -0.826 -5.067 -0.646
H -3.146 -3.514 -1.989
H -1.632 -3.985 -2.744
H -2.146 -2.298 -2.776
H -0.568 -2.004 2.198
H -3.458 -2.506 3.069
H -2.019 -2.951 3.972
H -2.378 -3.749 2.443
H -2.741 -0.109 3.218
H -1.208 0.446 2.581
H -1.255 -0.529 4.055
```

Values from the calculation:
⟨S²⟩: 2.026
gap between HOMO and LUMO (alpha / beta): 5.568 / 6.184 eV
HOMO level (alpha / beta): -9.99 / -10.01 eV
total energy: -2869.82018 hartree
net charge: +1
spin multiplicity: 3
maximum force: 0.925 eV/Å

(2)
This record from OMol25 describes a molecular structure, C37H42BeCl2N4O2. The level of theory is the ωB97M-V functional and the def2-TZVPD basis.

Geometry as XYZ:
```
88
Properties=species:S:1:pos:R:3
Be 0.112 0.586 0.116
C 3.335 -3.313 -0.603
C 3.598 -1.881 -0.125
C 4.849 -1.833 0.751
C 3.672 -0.936 -1.322
C 4.661 -1.179 -2.270
C 4.687 -0.496 -3.468
C 3.680 0.418 -3.733
C 2.678 0.711 -2.812
C 1.675 1.772 -3.225
C 1.886 3.065 -2.438
C 0.230 1.266 -3.208
C 2.716 0.066 -1.562
N 1.819 0.343 -0.472
C 2.449 0.690 0.629
C 1.749 0.703 1.844
C 2.116 0.934 3.168
C 0.998 0.602 3.927
C -0.006 0.177 3.031
N 0.438 0.259 1.770
C -1.391 -0.327 3.368
C -2.444 0.628 2.798
C -1.582 -1.729 2.775
C -1.564 -0.407 4.884
H 3.203 -3.978 0.253
H 4.167 -3.695 -1.199
H 2.433 -3.362 -1.216
H 2.746 -1.606 0.496
H 5.731 -2.160 0.195
H 4.734 -2.495 1.612
H 5.049 -0.827 1.125
H 5.408 -1.939 -2.070
H 5.466 -0.683 -4.196
H 3.669 0.940 -4.683
H 1.913 2.001 -4.266
H 1.703 2.915 -1.376
H 1.210 3.843 -2.797
H 2.911 3.421 -2.566
H 0.033 0.634 -2.350
H 0.027 0.668 -4.099
H -0.480 2.096 -3.186
H 3.505 0.956 0.600
H 3.082 1.262 3.520
H 0.921 0.621 5.002
H -2.334 0.776 1.724
H -2.356 1.608 3.264
H -3.449 0.240 2.998
H -1.428 -1.729 1.696
H -2.592 -2.091 2.987
H -0.871 -2.434 3.211
H -1.501 0.582 5.343
H -0.806 -1.049 5.340
H -2.545 -0.825 5.119
Cl -4.634 6.004 -1.291
C -4.792 4.954 0.097
C -5.794 4.006 0.078
C -5.940 3.146 1.154
C -5.087 3.271 2.237
C -4.094 4.234 2.243
Cl -3.135 4.391 3.685
C -3.894 5.100 1.166
N -2.929 6.099 1.156
C -1.558 5.846 1.519
C -1.025 6.567 2.579
C 0.285 6.374 2.975
C 1.073 5.451 2.299
C 0.553 4.758 1.220
C -0.765 4.946 0.802
C -1.285 4.229 -0.428
C -1.454 2.724 -0.280
O -2.561 2.208 -0.384
O -0.345 2.078 -0.110
H -6.444 3.943 -0.783
H -6.724 2.402 1.158
H -5.196 2.637 3.106
H -3.013 6.694 0.345
H -1.670 7.261 3.102
H 0.688 6.934 3.809
H 2.096 5.277 2.608
H 1.171 4.055 0.680
H -0.570 4.378 -1.238
H -2.240 4.638 -0.745
C -3.792 -0.490 -0.794
C -2.344 -0.467 -0.651
N -1.209 -0.456 -0.510
H -4.065 -0.828 -1.791
H -4.136 0.531 -0.628
H -4.219 -1.156 -0.045
```

Values from the calculation:
gap between HOMO and LUMO: 8.001 eV
HOMO level: -7.61 eV
total energy: -2739.95944 hartree
net charge: 0
maximum force: 0.785 eV/Å

(3)
This record from OMol25 describes 13 unconnected molecules or ions with the total composition C7H38O13. The level of theory is the ωB97M-V functional and the def2-TZVPD basis.

Geometry as XYZ:
```
58
Properties=species:S:1:pos:R:3
C 1.461 0.332 0.080
O 0.902 1.606 -0.214
C 0.988 -0.778 -0.846
C 1.758 -2.091 -0.563
C 0.842 -3.215 0.026
C -1.281 -2.669 1.102
C 0.036 -2.767 1.211
C 0.823 -2.566 2.483
H 2.553 0.387 0.117
H 1.121 0.204 1.104
H 0.759 1.733 -1.138
H -0.057 -1.063 -0.808
H 1.373 -0.445 -1.817
H 2.174 -2.533 -1.465
H 2.466 -1.983 0.261
H 0.171 -3.602 -0.752
H 1.526 -4.066 0.120
H -1.778 -3.085 0.223
H -2.055 -2.265 1.744
H 1.437 -1.669 2.463
H 0.190 -2.555 3.365
H 1.457 -3.456 2.512
H 0.876 1.023 -5.220
H 0.004 0.261 -4.282
O 0.760 0.870 -4.275
H 2.201 0.078 3.588
H 1.938 0.843 4.806
O 1.454 0.472 4.057
H -3.086 -0.137 3.044
H -2.797 -0.600 4.567
O -2.627 0.049 3.884
H -2.119 2.143 3.574
H -1.068 2.158 2.571
O -1.797 2.726 2.865
H -1.525 1.817 -1.347
H -2.250 0.429 -1.803
O -2.256 1.210 -1.243
H 0.094 4.032 3.447
H 0.914 2.954 3.956
O 0.884 3.537 3.186
H 2.602 3.575 -1.406
H 3.154 2.985 -2.566
O 3.281 2.910 -1.606
H -1.840 -1.792 -2.991
H -0.472 -0.990 -2.923
O -1.416 -0.941 -3.106
H -0.363 2.914 -3.777
H 0.099 2.115 -2.654
O 0.051 3.037 -2.916
H 2.631 0.617 -3.073
H 3.835 0.975 -2.087
O 3.578 0.577 -2.920
H -2.529 0.767 1.365
H -3.292 -0.419 0.549
O -3.308 0.214 1.264
H -4.280 -2.068 -1.823
H -4.372 -0.527 -1.813
O -3.826 -1.267 -2.103
```

Values from the calculation:
gap between HOMO and LUMO: 9.549 eV
HOMO level: -9.56 eV
total energy: -1267.53947 hartree
net charge: 0
maximum force: 2.081 eV/Å

(4)
This record from OMol25 describes a molecular structure, C30H24ClNO3PPrS. The level of theory is the ωB97M-V functional and the def2-TZVPD basis.

Geometry as XYZ:
```
62
Properties=species:S:1:pos:R:3
C -0.968 -2.597 2.708
C -0.885 -2.731 1.278
C 0.493 -2.664 0.905
H -1.717 -2.867 0.577
C 1.268 -2.508 2.106
C 0.371 -2.468 3.232
H 0.642 -2.282 4.287
H -1.908 -2.489 3.285
H 0.870 -2.709 -0.137
H 2.346 -2.337 2.128
Pr 0.017 -0.141 1.990
Cl 2.046 0.726 0.507
P 0.166 -0.181 -2.967
C 1.455 -1.310 -3.323
C 1.233 -2.255 -4.354
H 0.261 -2.249 -4.849
C 2.253 -3.138 -4.708
H 2.113 -3.823 -5.554
C 3.461 -3.126 -3.991
H 4.267 -3.806 -4.285
C 3.651 -2.251 -2.903
H 4.605 -2.271 -2.367
C 2.640 -1.364 -2.532
H 2.693 -0.712 -1.654
C -1.524 -0.751 -3.168
C -1.916 -2.069 -2.768
H -1.180 -2.741 -2.306
C -3.245 -2.461 -2.939
H -3.530 -3.507 -2.785
C -4.218 -1.521 -3.322
H -5.254 -1.836 -3.454
C -3.868 -0.178 -3.535
H -4.638 0.553 -3.803
C -2.534 0.217 -3.429
H -2.237 1.266 -3.506
C 0.493 1.558 -3.159
C 1.155 1.904 -4.363
H 1.428 1.103 -5.052
C 1.401 3.246 -4.635
H 1.857 3.523 -5.592
C 1.038 4.218 -3.683
H 1.217 5.270 -3.909
C 0.447 3.873 -2.447
H 0.192 4.660 -1.724
C 0.185 2.530 -2.159
H -0.227 2.173 -1.206
O -1.818 1.122 3.107
C -0.919 1.635 3.870
N 0.342 1.683 3.371
S 1.579 1.854 4.525
O 2.177 0.541 4.651
O 2.412 2.973 4.206
C 0.301 2.106 5.791
C 0.468 2.283 7.162
C -0.709 2.212 7.971
C -2.006 1.954 7.424
C -2.161 1.833 6.037
C -0.981 1.940 5.275
H 1.488 2.497 7.530
H -0.600 2.362 9.056
H -2.881 1.861 8.088
H -3.104 1.664 5.497
```

Values from the calculation:
⟨S²⟩: 2.003
gap between HOMO and LUMO (alpha / beta): 5.569 / 5.577 eV
HOMO level (alpha / beta): -6.47 / -6.47 eV
total energy: -3154.84959 hartree
net charge: 0
spin multiplicity: 3
maximum force: 3.210 eV/Å

Number 1: M 751.5 g mol⁻¹. Number 2: M 654.7 g mol⁻¹. Number 3: M 330.4 g mol⁻¹. Number 4: M 685.9 g mol⁻¹.